(1)
{"formula": "C9H36N8O9", "method": "the ωB97M-V functional and the def2-TZVPD basis", "de_lowest_kcal_mol": 21.11, "e_lumo_ev": 0.12, "total_charge": 0, "smiles": "NC(N)=O.NC(N)=O.NC(N)=O.NC(N)=O.CO.CO.CO.CO.CO", "elements": ["N", "C", "N", "O", "H", "H", "H", "H", "N", "C", "N", "O", "H", "H", "H", "H", "N", "C", "N", "O", "H", "H", "H", "H", "N", "C", "N", "O", "H", "H", "H", "H", "C", "O", "H", "H", "H", "H", "C", "O", "H", "H", "H", "H", "C", "O", "H", "H", "H", "H", "C", "O", "H", "H", "H", "H", "C", "O", "H", "H", "H", "H"], "xyz": [[-3.8001, 0.9418, -2.1836], [-2.4762, 0.9426, -2.6352], [-1.8915, -0.1566, -3.0116], [-1.8565, 2.0221, -2.5478], [-4.1514, 1.8750, -2.0038], [-4.5174, 0.2878, -2.4380], [-2.4073, -0.9979, -2.9954], [-0.9416, -0.1770, -3.3564], [-2.2209, -3.2526, -1.1639], [-3.2524, -2.3502, -1.1804], [-3.2969, -1.4796, -0.1130], [-4.0039, -2.2372, -2.1840], [-1.5051, -3.2757, -0.4882], [-2.3595, -4.0202, -1.8333], [-3.8950, -0.6710, -0.1142], [-2.5437, -1.5247, 0.5439], [4.0805, -1.6044, 2.4525], [2.8005, -1.9464, 2.1626], [1.9091, -1.8957, 3.2028], [2.4276, -2.2754, 1.0231], [4.7190, -1.2711, 1.7064], [4.1432, -1.0285, 3.2838], [2.2001, -1.4903, 4.0734], [0.9149, -1.8622, 2.9837], [1.0139, -2.5735, -1.8860], [1.6283, -1.4891, -2.4654], [2.6302, -0.8806, -1.7391], [1.1609, -1.1192, -3.4956], [0.6282, -3.2202, -2.6412], [1.5472, -3.0733, -1.1870], [2.5691, -1.0259, -0.7487], [2.7987, 0.0911, -2.0309], [4.2295, 1.4501, 0.6005], [3.5514, 1.4947, 1.8619], [3.7357, 2.0466, -0.1683], [5.2674, 1.8062, 0.6543], [4.2928, 0.4179, 0.2141], [2.6478, 1.7852, 1.7981], [1.7414, 3.5962, -2.2683], [0.8797, 2.7590, -1.5342], [1.4104, 3.9168, -3.2648], [1.9602, 4.5323, -1.7145], [2.7180, 3.0772, -2.4394], [0.0057, 2.6003, -1.9562], [-1.7798, -2.0051, 3.8943], [-0.5905, -1.2019, 3.7416], [-1.6424, -2.6802, 4.7685], [-2.6152, -1.3571, 4.0586], [-1.8172, -2.6053, 2.9765], [-0.6544, -0.2730, 4.0563], [-2.6582, 3.3358, 1.0096], [-1.6038, 3.7178, 0.1459], [-2.3485, 2.6525, 1.8169], [-2.9622, 4.2414, 1.5009], [-3.5156, 3.0080, 0.4287], [-1.8092, 3.3025, -0.7230], [-0.1075, 0.5411, 0.5315], [-0.4093, -0.8194, 0.7344], [0.5990, 0.6440, -0.3283], [-1.0590, 0.9594, 0.1644], [0.0800, 1.0878, 1.4558], [0.4019, -1.2928, 0.9946]], "lowdin_charge": [0.152, -0.638, 0.234, -0.031, 0.097, 0.082, 0.067, 0.105, 0.161, -0.642, 0.173, -0.045, 0.069, 0.122, 0.090, 0.057, 0.157, -0.639, 0.164, -0.023, 0.118, 0.097, 0.097, 0.059, 0.133, -0.703, 0.168, 0.038, 0.137, 0.071, 0.037, 0.107, -0.140, -0.119, 0.070, 0.084, 0.053, 0.059, -0.177, -0.155, 0.079, 0.079, 0.069, 0.046, -0.098, -0.187, 0.088, 0.072, 0.080, 0.110, -0.172, -0.134, 0.071, 0.064, 0.070, 0.047, -0.134, -0.159, 0.078, 0.068, 0.079, 0.038]}



(2)
{"formula": "C9H36O9", "method": "the ωB97M-V functional and the def2-TZVPD basis", "de_lowest_kcal_mol": 139.41, "e_lumo_ev": 0.15, "total_charge": 0, "smiles": "CO.CO.CO.CO.CO.CO.CO.CO.CO", "elements": ["C", "O", "H", "H", "H", "H", "C", "O", "H", "H", "H", "H", "C", "O", "H", "H", "H", "H", "C", "O", "H", "H", "H", "H", "C", "O", "H", "H", "H", "H", "C", "O", "H", "H", "H", "H", "C", "O", "H", "H", "H", "H", "C", "O", "H", "H", "H", "H", "C", "O", "H", "H", "H", "H"], "xyz": [[-1.4199, -32.3096, -10.3914], [-1.5254, -30.9724, -10.0789], [-2.2506, -32.9361, -10.0349], [-0.5194, -32.6875, -9.9589], [-1.3637, -32.4653, -11.4559], [-0.6509, -30.5986, -10.0046], [-0.6971, -35.7536, -11.2385], [-1.9324, -35.6130, -10.5686], [-0.2832, -34.7274, -11.5707], [-0.7582, -36.5244, -12.0013], [0.0141, -36.2188, -10.5410], [-1.7760, -35.1602, -9.7018], [1.2976, -32.4320, -12.8059], [1.8988, -33.7237, -12.8234], [0.2686, -32.4886, -13.1335], [1.7518, -31.9141, -13.6041], [1.4966, -31.9018, -11.8588], [2.0832, -34.0520, -11.9576], [0.5507, -30.0693, -15.6823], [-0.5718, -29.4410, -16.2497], [1.4980, -29.7145, -16.2165], [0.5166, -31.1531, -15.7859], [0.6842, -29.9694, -14.6542], [-0.5133, -29.7713, -17.1501], [-2.0430, -31.7147, -17.4363], [-1.3339, -31.1643, -18.5053], [-2.6692, -30.9771, -16.9611], [-1.4205, -32.3246, -16.7799], [-2.7535, -32.3961, -17.8762], [-1.9728, -30.8544, -19.1829], [-4.5553, -34.3881, -13.1016], [-3.2431, -34.0751, -12.6848], [-4.5487, -35.3137, -13.5431], [-4.8210, -33.6484, -13.8558], [-5.2180, -34.4903, -12.2604], [-2.8480, -34.7249, -12.0916], [1.8815, -31.9449, -18.0036], [1.2525, -31.1835, -19.0420], [1.1130, -32.5592, -17.5048], [2.4245, -31.3055, -17.2939], [2.5244, -32.6691, -18.4891], [0.3134, -31.2475, -18.9307], [-0.8303, -34.3685, -14.6355], [0.3729, -33.9734, -15.1998], [-0.9501, -33.8544, -13.6579], [-0.7768, -35.4659, -14.4957], [-1.6458, -34.1175, -15.3096], [1.0562, -34.0132, -14.5090], [-2.0410, -31.1812, -13.9870], [-3.3607, -31.6484, -13.9757], [-1.4306, -31.8508, -14.5944], [-1.7382, -31.1309, -12.9615], [-2.0490, -30.2251, -14.4665], [-3.4365, -32.5169, -13.5144]], "lowdin_charge": [-0.204, -0.073, 0.088, 0.073, 0.036, 0.079, -0.155, -0.144, 0.086, 0.086, 0.082, 0.107, -0.125, -0.112, 0.035, 0.066, 0.105, 0.072, -0.181, -0.105, 0.108, 0.047, 0.050, 0.046, -0.132, -0.134, 0.090, 0.074, 0.085, 0.134, -0.103, -0.154, 0.055, 0.092, 0.088, 0.051, -0.153, -0.129, 0.069, 0.064, 0.071, -0.010, -0.186, -0.128, 0.046, 0.092, 0.082, 0.047, -0.162, -0.126, 0.045, 0.062, 0.075, 0.026]}



(3)
{"formula": "C9H39BClN16O9PS", "method": "the ωB97M-V functional and the def2-TZVPD basis", "de_lowest_kcal_mol": 0.00, "e_lumo_ev": 0.24, "total_charge": 0, "smiles": "CB(O)[PH2](S)Cl.NC(N)=O.NC(N)=O.NC(N)=O.NC(N)=O.NC(N)=O.NC(N)=O.NC(N)=O.NC(N)=O", "elements": ["C", "B", "O", "P", "S", "Cl", "H", "H", "H", "H", "H", "H", "H", "N", "C", "N", "O", "H", "H", "H", "H", "N", "C", "N", "O", "H", "H", "H", "H", "N", "C", "N", "O", "H", "H", "H", "H", "N", "C", "N", "O", "H", "H", "H", "H", "N", "C", "N", "O", "H", "H", "H", "H", "N", "C", "N", "O", "H", "H", "H", "H", "N", "C", "N", "O", "H", "H", "H", "H", "N", "C", "N", "O", "H", "H", "H", "H"], "xyz": [[-3.6634, -3.4172, 6.5369], [-4.9101, -2.6449, 6.0571], [-5.0311, -2.1589, 4.7865], [-6.3825, -2.2525, 7.2409], [-7.5849, -3.8575, 6.1797], [-5.1444, -0.6289, 8.2507], [-2.9290, -2.6566, 6.8183], [-3.2609, -3.9746, 5.6902], [-3.7941, -4.0754, 7.3933], [-4.9683, -1.1951, 4.7614], [-6.5711, -2.8590, 8.4678], [-7.3042, -1.2880, 6.8885], [-7.3661, -4.8198, 7.0763], [-0.5300, -3.7602, 1.7380], [-1.8413, -3.5849, 2.0407], [-2.1009, -2.8839, 3.1888], [-2.7633, -3.9948, 1.3462], [0.2384, -3.4106, 2.2918], [-0.3202, -4.2844, 0.9098], [-3.0659, -2.7180, 3.4177], [-1.3789, -2.5329, 3.7892], [-4.1393, -1.4154, 0.4011], [-3.9078, -0.1932, -0.1286], [-2.5902, 0.0521, -0.4677], [-4.7668, 0.6573, -0.3121], [-3.4084, -2.0924, 0.5466], [-5.0751, -1.6677, 0.6907], [-2.3785, 0.9418, -0.8753], [-1.8608, -0.6210, -0.3301], [3.6722, -1.5476, 2.9708], [3.2131, -2.5163, 2.1293], [3.9223, -2.6836, 0.9793], [2.2238, -3.1900, 2.3883], [4.4796, -0.9883, 2.7710], [3.1721, -1.4032, 3.8272], [3.6395, -3.4273, 0.3681], [4.7358, -2.1461, 0.7294], [3.0686, -1.7623, -2.0162], [4.3367, -1.3915, -2.3761], [4.5282, -1.0789, -3.6833], [5.2313, -1.3432, -1.5391], [2.2831, -1.8176, -2.6355], [2.9936, -1.9838, -1.0421], [5.4448, -0.7828, -3.9642], [3.7969, -1.0951, -4.3705], [4.4182, 2.2198, -3.3113], [4.2452, 2.6375, -4.6078], [4.8150, 3.8427, -4.8848], [3.6298, 1.9605, -5.4180], [4.9435, 2.7413, -2.6318], [4.0219, 1.3275, -3.0856], [4.7494, 4.2171, -5.8188], [5.2988, 4.3489, -4.1613], [-8.8049, -3.2811, 1.7386], [-7.8682, -2.8993, 0.8196], [-8.2554, -2.9550, -0.4881], [-6.7535, -2.5345, 1.1502], [-9.7253, -3.5894, 1.4922], [-8.5306, -3.2643, 2.7033], [-7.5831, -2.6653, -1.1739], [-9.1665, -3.2485, -0.7825], [4.2617, 6.9112, -8.8917], [4.8854, 6.1035, -7.9811], [5.7151, 6.7467, -7.1001], [4.7149, 4.8979, -7.9605], [4.3892, 7.9038, -8.9306], [3.6441, 6.4669, -9.5448], [6.2153, 6.1833, -6.4384], [5.8638, 7.7373, -7.1072], [5.7557, 5.6309, -0.0441], [5.1009, 5.3748, -1.2111], [3.7859, 5.7233, -1.2557], [5.6624, 4.8561, -2.1681], [5.3176, 6.0541, 0.7514], [6.7250, 5.3783, 0.0031], [3.2877, 5.5245, -2.1046], [3.2990, 6.1436, -0.4873]], "lowdin_charge": [-0.039, -0.834, 0.074, 0.396, 0.356, 0.000, 0.079, 0.067, 0.067, 0.126, -0.035, -0.036, -0.222, 0.164, -0.683, 0.163, 0.004, 0.049, 0.103, 0.078, 0.095, 0.177, -0.690, 0.131, 0.001, 0.057, 0.055, 0.088, 0.079, 0.159, -0.656, 0.157, 0.002, 0.099, 0.104, 0.106, 0.087, 0.157, -0.687, 0.164, 0.000, 0.099, 0.061, 0.113, 0.104, 0.152, -0.684, 0.165, 0.005, 0.067, 0.068, 0.061, 0.052, 0.156, -0.658, 0.157, 0.026, 0.092, 0.092, 0.109, 0.092, 0.149, -0.674, 0.150, 0.030, 0.090, 0.104, 0.096, 0.091, 0.158, -0.662, 0.166, -0.001, 0.096, 0.106, 0.110, 0.097]}



(4)
{"formula": "C9H39BN9O5", "method": "the ωB97M-V functional and the def2-TZVPD basis", "e_lumo_ev": -3.79, "total_charge": 1, "elements": ["N", "H", "H", "H", "H", "N", "H", "H", "H", "H", "B", "H", "H", "H", "H", "C", "O", "C", "C", "N", "C", "C", "O", "C", "H", "H", "H", "H", "H", "H", "H", "H", "H", "H", "H", "H", "H", "H", "H", "C", "O", "N", "N", "H", "H", "H", "H", "C", "O", "N", "N", "H", "H", "H", "H", "C", "O", "N", "N", "H", "H", "H", "H"], "xyz": [[0.8157, 3.3189, -0.6663], [0.9403, 4.1921, -1.1583], [1.3498, 2.5161, -0.9668], [-0.1524, 3.0914, -0.8425], [1.1554, 3.3741, 0.2833], [2.9245, 0.6566, 1.5918], [3.6917, 0.2572, 1.0703], [3.0404, 1.6552, 1.4946], [2.9562, 0.3764, 2.5617], [2.0737, 0.4135, 1.1051], [0.9248, 0.3966, -0.3835], [1.8994, 0.7668, -0.6614], [0.5268, 0.8337, 0.5192], [0.2799, 0.6747, -1.2027], [0.8612, -0.6805, -0.3870], [0.0997, -4.0070, 2.6610], [-0.5950, -4.4190, 1.5211], [-1.8077, -3.7112, 1.3230], [-1.3466, -2.3632, 0.7179], [-1.8432, -1.0733, 1.2240], [-3.2585, -0.9573, 1.1386], [-3.8633, -0.1838, -0.0844], [-3.7601, 1.1624, 0.2557], [-3.9650, 1.9951, -0.8670], [0.3063, -2.9377, 2.6159], [0.9951, -4.6220, 2.7514], [-0.6146, -4.2241, 3.4553], [-2.1599, -3.5813, 2.3464], [-2.5326, -4.2391, 0.7035], [-1.6875, -2.4339, -0.3150], [-0.2624, -2.4121, 0.8196], [-1.4235, -0.3350, 0.6775], [-3.4299, -0.5881, 2.1497], [-3.8520, -1.8715, 1.1506], [-4.9113, -0.3279, -0.3473], [-3.3137, -0.4100, -0.9981], [-3.8664, 3.0296, -0.5379], [-5.0163, 1.9253, -1.1462], [-3.1202, 2.0396, -1.5544], [0.2678, 2.8715, -3.8619], [-0.3683, 3.6380, -3.1632], [0.7475, 1.7346, -3.4582], [0.6653, 3.1264, -5.0756], [1.1301, 1.0150, -4.0547], [0.4877, 1.3680, -2.5536], [1.2401, 2.5938, -5.7128], [0.3534, 4.0302, -5.4012], [1.0930, -0.2605, 4.2742], [2.1822, -0.8180, 4.1878], [0.1059, -0.2707, 3.4378], [0.7272, 0.1682, 5.3644], [0.2945, -0.6118, 2.5060], [-0.7637, 0.1976, 3.6489], [-0.2240, 0.4983, 5.2857], [1.3506, 0.4779, 6.0963], [2.8527, -0.8471, -3.4857], [2.8259, -0.6124, -4.6878], [2.0284, -1.5556, -2.8760], [3.7794, -0.4883, -2.6277], [1.9037, -1.2696, -1.9154], [1.2412, -1.9539, -3.3678], [4.4355, 0.2133, -2.9397], [3.5851, -0.5424, -1.6380]], "lowdin_charge": [0.304, 0.144, 0.059, 0.129, 0.140, 0.314, 0.149, 0.141, 0.103, 0.003, -0.431, -0.038, -0.026, -0.035, -0.016, -0.098, -0.217, -0.183, -0.190, -0.071, -0.202, -0.207, -0.204, -0.109, 0.059, 0.103, 0.094, 0.111, 0.128, 0.114, 0.091, 0.072, 0.116, 0.117, 0.122, 0.118, 0.080, 0.101, 0.084, -0.767, 0.014, 0.186, 0.184, 0.101, 0.035, 0.131, 0.125, -0.845, 0.017, 0.192, 0.196, 0.078, 0.122, 0.127, 0.151, -0.829, 0.031, 0.190, 0.168, 0.065, 0.147, 0.121, 0.087]}



(5)
{"formula": "C9H3Cl3N2O", "method": "the ωB97M-V functional and the def2-TZVPD basis", "de_lowest_kcal_mol": 14.20, "e_lumo_ev": -1.44, "total_charge": 0, "smiles": "O=C(Cl)c1ccc2nc(Cl)c(Cl)nc2c1", "elements": ["O", "C", "Cl", "C", "C", "C", "C", "N", "C", "Cl", "C", "Cl", "N", "C", "C", "H", "H", "H"], "xyz": [[-2.5990, -0.1383, 3.1803], [-1.3908, -0.1562, 2.9922], [-0.3472, -0.3277, 4.3717], [-0.8523, 0.2119, 1.6241], [-1.2772, 1.2692, 0.9063], [-0.6845, 1.6140, -0.3053], [0.1469, 0.6186, -0.9489], [0.4510, 0.7897, -2.2570], [1.1395, -0.2512, -2.7211], [1.5223, -0.1534, -4.4138], [1.6244, -1.4244, -2.0912], [2.6825, -2.4901, -2.9405], [1.3399, -1.4975, -0.7630], [0.5990, -0.5205, -0.1470], [0.2118, -0.5753, 1.2004], [-2.0678, 1.9301, 1.2876], [-0.9371, 2.5801, -0.7384], [0.4388, -1.4791, 1.7636]], "lowdin_charge": [0.033, -0.751, 0.722, -0.230, -0.036, 0.035, -0.191, 0.124, -0.705, 0.661, -0.708, 0.692, 0.133, -0.188, 0.028, 0.137, 0.119, 0.124]}



no.,frontier orbital gap (eV)
1,9.8
2,9.7
3,9.0
4,7.2
5,8.2